{
  "formula": "C11H21INO",
  "method": "the ωB97M-V functional and the def2-TZVPD basis",
  "molar_mass_g_mol": 310.20,
  "smiles": "C=C[C@@H]1C[N@@H+]([C@H](C)CCC)[C@@H](I)CO1",
  "e_homo_ev": -11.32,
  "charge": 1,
  "e_tot_ev": -23375.5689,
  "gap_ev": 7.972,
  "elements": ["C", "C", "C", "C", "N", "C", "C", "C", "C", "C", "C", "I", "C", "O", "H", "H", "H", "H", "H", "H", "H", "H", "H", "H", "H", "H", "H", "H", "H", "H", "H", "H", "H", "H", "H"],
  "coordinates": [[-0.079202, 0.378909, 3.800062], [-1.231335, -0.011950, 3.147224], [-1.306419, -0.458755, 1.699205], [-0.219981, 0.306009, 0.918595], [-0.494157, 0.474717, -0.549893], [-0.058784, -0.652784, -1.473395], [0.186422, -2.001186, -0.809589], [1.208894, -0.169279, -2.203936], [2.468898, -0.032046, -1.327241], [2.779275, 1.417834, -0.884414], [-1.935553, 0.881473, -0.657022], [-2.484413, 1.632382, -2.566655], [-2.779714, -0.254101, -0.120418], [-2.642693, -0.235166, 1.285844], [0.028098, 1.418897, 4.103642], [0.715692, -0.293439, 4.120844], [-2.158444, 0.002283, 3.720177], [-1.089429, -1.540307, 1.679261], [0.755242, -0.128709, 1.115727], [-0.166524, 1.310760, 1.338568], [0.042717, 1.290762, -0.848118], [-0.788601, -0.818772, -2.264696], [0.903390, -1.991037, 0.005636], [0.607124, -2.645860, -1.582080], [-0.726834, -2.497595, -0.487786], [1.008146, 0.822434, -2.625013], [1.367323, -0.821942, -3.060010], [2.466447, -0.667340, -0.443538], [3.311154, -0.372375, -1.928474], [2.383815, 2.171378, -1.562877], [2.440436, 1.570585, 0.143328], [3.860524, 1.533511, -0.835920], [-2.052957, 1.702269, 0.046948], [-2.496004, -1.232669, -0.517101], [-3.822552, -0.088892, -0.376886]],
  "forces_ev_per_a": [[-0.465, -0.211, -0.125], [0.829, 0.458, 0.354], [0.347, -2.232, 1.138], [-0.303, 0.500, 0.656], [-0.181, -0.025, -0.091], [1.136, -0.544, -0.655], [-0.244, -0.201, -0.115], [-0.131, 0.297, 0.564], [0.370, 0.456, -0.542], [0.216, -0.752, 0.407], [-0.163, -0.118, 0.007], [0.184, -0.202, 0.076], [-0.220, -0.050, 0.063], [0.166, 0.200, -0.048], [-0.894, -0.486, 1.948], [0.971, 0.265, -1.825], [-0.538, 1.742, -0.913], [-0.070, 0.008, -0.565], [-0.004, -0.188, -0.289], [-0.117, 0.105, -0.195], [0.135, -0.057, 0.035], [-0.498, 0.442, 0.344], [-0.044, 0.073, 0.073], [0.048, 0.034, -0.026], [-0.013, 0.096, 0.147], [-0.137, -0.092, -0.197], [0.054, -0.159, 0.097], [-0.107, -0.175, -0.080], [0.000, -0.082, 0.022], [-0.047, 0.051, 0.029], [-0.231, 0.357, -0.104], [0.000, 0.205, -0.039], [-0.047, 0.164, -0.166], [0.065, 0.073, -0.211], [-0.065, 0.049, 0.227]],
  "nbo_charge": [-0.431, -0.160, 0.008, -0.259, -0.406, -0.048, -0.645, -0.417, -0.429, -0.628, -0.194, 0.221, -0.129, -0.490, 0.219, 0.222, 0.245, 0.201, 0.257, 0.243, 0.452, 0.243, 0.222, 0.254, 0.228, 0.208, 0.245, 0.203, 0.236, 0.209, 0.197, 0.244, 0.248, 0.192, 0.241]
}